No. 1
ORCA calculation (the ωB97M-V functional and the def2-TZVPD basis) on C37H34CdCl3N4P2S5 as an isolated structure.

```
86
Properties=species:S:1:pos:R:3:lowdin_charge:R:1
Cd -1.8635 0.1969 0.4592 1.194
C -4.9327 3.2193 -3.2327 -0.465
S -5.7332 1.9153 -2.2824 0.786
C -4.5474 1.5985 -0.9895 -1.164
S -2.9010 2.0026 -1.2146 0.464
N -5.1124 1.0301 0.0324 -0.116
N -4.2187 0.5315 0.9509 -0.125
C -4.5439 0.6323 2.1736 -0.103
C -3.7057 -0.0112 3.2004 -0.319
C -3.9884 0.1662 4.5466 -0.031
C -3.1668 -0.4434 5.4826 -0.068
C -2.1057 -1.2095 5.0364 -0.058
C -1.9001 -1.3352 3.6673 -0.213
N -2.6864 -0.7565 2.7693 0.024
H -5.5866 3.4165 -4.0822 0.023
H -4.8267 4.1245 -2.6383 0.031
H -3.9578 2.8989 -3.5913 -0.008
H -5.4423 1.1688 2.4735 0.122
H -4.8272 0.7817 4.8445 0.108
H -3.3510 -0.3124 6.5414 0.103
H -1.4274 -1.6932 5.7260 0.103
H -1.0637 -1.8987 3.2657 -0.011
S -0.7535 1.8432 2.6347 0.177
P 0.6977 1.3433 1.3340 0.317
C 0.3163 0.1143 0.1920 -0.689
P 1.0402 -1.4259 0.2475 0.332
S 0.5683 -2.8108 1.6176 0.196
C 2.8588 -1.2040 0.1675 -0.366
C 3.7340 -1.8704 1.0108 -0.109
C 5.1068 -1.7007 0.8704 -0.094
C 5.6097 -0.8766 -0.1241 -0.105
C 4.7360 -0.2056 -0.9744 -0.090
C 3.3690 -0.3651 -0.8238 -0.099
C 0.7732 -2.3101 -1.3506 -0.333
C 1.7493 -3.1498 -1.8810 -0.082
C 1.4756 -3.9647 -2.9723 -0.093
C 0.2137 -3.9619 -3.5480 -0.111
C -0.7611 -3.1123 -3.0401 -0.127
C -0.4749 -2.2864 -1.9643 -0.154
C 1.0691 2.8709 0.3904 -0.356
C 1.5034 4.0318 1.0295 -0.111
C 1.7236 5.1898 0.3046 -0.096
C 1.4880 5.2087 -1.0679 -0.103
C 1.0402 4.0633 -1.7053 -0.084
C 0.8407 2.8950 -0.9775 -0.112
C 2.2374 1.0564 2.2801 -0.340
C 3.4754 1.5274 1.8531 -0.095
C 4.6190 1.2745 2.5960 -0.094
C 4.5369 0.5387 3.7696 -0.102
C 3.3070 0.0556 4.1956 -0.087
C 2.1629 0.3191 3.4586 -0.110
H 3.3247 -2.5211 1.7751 0.064
H 5.7836 -2.2137 1.5431 0.099
H 6.6799 -0.7495 -0.2352 0.094
H 5.1222 0.4460 -1.7489 0.098
H 2.6773 0.1672 -1.4684 0.106
H 2.7303 -3.1947 -1.4253 0.103
H 2.2509 -4.6134 -3.3619 0.096
H -0.0071 -4.6070 -4.3898 0.095
H -1.7505 -3.0950 -3.4820 0.097
H -1.2350 -1.6093 -1.6025 0.036
H 1.6557 4.0255 2.1030 0.104
H 2.0660 6.0856 0.8088 0.094
H 1.6491 6.1192 -1.6328 0.092
H 0.8379 4.0685 -2.7695 0.096
H 0.5014 1.9863 -1.4611 0.020
H 3.5482 2.0932 0.9331 0.106
H 5.5768 1.6427 2.2494 0.101
H 5.4307 0.3378 4.3480 0.094
H 3.2369 -0.5248 5.1074 0.098
H 1.1981 -0.0445 3.7908 0.076
C -2.1440 0.1668 -4.3506 -0.416
S -0.5894 0.7978 -3.7038 0.719
C 0.5490 -0.0378 -4.8198 -0.414
H -2.2090 -0.9137 -4.2261 0.016
H -2.2591 0.4194 -5.4058 0.033
H -2.9388 0.6382 -3.7743 -0.017
H 0.3110 0.1818 -5.8619 0.028
H 0.5405 -1.1160 -4.6577 0.017
H 1.5492 0.3368 -4.6039 0.027
Cl -2.0125 -5.1261 -0.2234 0.637
C -3.3918 -4.2600 0.4441 -1.605
Cl -3.2491 -4.1160 2.1930 0.637
Cl -4.9092 -5.0889 0.0199 0.598
C -3.4414 -2.9193 -0.1519 -0.375
N -3.4562 -1.8727 -0.6206 0.188
```

Results
LUMO in eV: 2.16
Molar mass in Da: 975.76
Energy relative to the best compared isomer or geometry (same formula, charge and spin) in eV: 0.543
Highest occupied orbital energy in eV: -4.2
DFT total energy in hartree: -5871.426172
Net charge: -1

No. 2
ORCA calculation (the ωB97M-V functional and the def2-TZVPD basis) on C37H34GaNP2 as an isolated structure.

```
75
Properties=species:S:1:pos:R:3:lowdin_charge:R:1
Ga -0.4992 -0.0080 0.0755 0.706
C 2.2820 -3.1489 0.6623 -0.011
C 1.0248 -2.6538 1.3142 -0.260
C -0.1592 -2.5186 0.5819 -0.126
C -1.3648 -2.1708 1.2209 -0.162
C -1.3817 -1.9266 2.5868 -0.079
C -0.2021 -2.0393 3.3137 -0.039
C 0.9796 -2.4023 2.6865 -0.027
H 2.4974 -4.1592 1.0145 0.106
H 3.1392 -2.5265 0.9224 0.087
H 2.1883 -3.1832 -0.4219 0.086
H -0.1713 -2.8161 -0.4619 0.096
H -2.2953 -2.1717 0.6622 0.106
H -2.3167 -1.7036 3.0840 0.122
H -0.2093 -1.8713 4.3836 0.130
H 1.8804 -2.5197 3.2759 0.129
C -0.6836 0.4469 -3.1220 -0.203
P -1.6558 -0.6321 -2.0012 1.071
C -1.6056 -2.3529 -2.5118 -0.380
C -0.5195 -2.8650 -3.2223 -0.081
C -0.4680 -4.2199 -3.5089 -0.048
C -1.4828 -5.0661 -3.0829 -0.036
C -2.5541 -4.5600 -2.3566 -0.041
C -2.6176 -3.2084 -2.0659 -0.100
C -3.3519 -0.0266 -2.0220 -0.357
C -4.2477 -0.4954 -2.9834 -0.073
C -5.5342 0.0174 -3.0162 -0.042
C -5.9227 0.9915 -2.1061 -0.039
C -5.0253 1.4675 -1.1594 -0.051
C -3.7401 0.9554 -1.1127 -0.088
C -0.2242 1.6333 -2.3313 -0.367
C -0.0041 2.9382 -2.6692 -0.004
C 0.5018 3.5916 -1.5059 -0.008
C 0.5663 2.6524 -0.5162 -0.373
C 1.0462 2.6966 0.9000 -0.213
P 0.1323 1.4786 1.9190 1.074
C -1.3572 2.2037 2.6108 -0.369
C -1.8593 3.4216 2.1582 -0.065
C -3.0046 3.9417 2.7416 -0.047
C -3.6513 3.2457 3.7531 -0.040
C -3.1697 2.0132 4.1795 -0.047
C -2.0237 1.4877 3.6101 -0.104
C 1.2813 0.9864 3.2161 -0.358
C 2.3838 0.2207 2.8369 -0.127
C 3.3521 -0.0967 3.7716 -0.058
C 3.2144 0.3410 5.0843 -0.037
C 2.1184 1.1046 5.4576 -0.041
C 1.1460 1.4376 4.5256 -0.059
N 0.1272 1.4429 -1.0107 -0.097
H -1.3084 0.7434 -3.9642 0.117
H 0.1724 -0.1140 -3.5055 0.091
H 0.2834 -2.2196 -3.5540 0.103
H 0.3683 -4.6122 -4.0720 0.120
H -1.4352 -6.1220 -3.3123 0.122
H -3.3421 -5.2193 -2.0182 0.121
H -3.4569 -2.8112 -1.5072 0.112
H -3.9408 -1.2469 -3.6998 0.117
H -6.2350 -0.3465 -3.7553 0.121
H -6.9316 1.3803 -2.1335 0.121
H -5.3315 2.2328 -0.4590 0.116
H -3.0303 1.3251 -0.3770 0.084
H -0.1866 3.4001 -3.6263 0.119
H 0.7772 4.6316 -1.4311 0.119
H 0.9514 3.6913 1.3385 0.113
H 2.0976 2.4041 0.9683 0.105
H -1.3626 3.9599 1.3595 0.110
H -3.3865 4.8979 2.4106 0.120
H -4.5355 3.6652 4.2140 0.121
H -3.6842 1.4665 4.9583 0.119
H -1.6276 0.5360 3.9439 0.093
H 2.4795 -0.1138 1.8086 0.105
H 4.2159 -0.6823 3.4849 0.120
H 3.9687 0.0885 5.8173 0.122
H 2.0221 1.4516 6.4775 0.121
H 0.3025 2.0511 4.8133 0.111
```

Results
LUMO in eV: -6.48
Molar mass in Da: 624.36
Energy relative to the best compared isomer or geometry (same formula, charge and spin) in eV: 0.037
Highest occupied orbital energy in eV: -13.3
DFT total energy in hartree: -4092.102323
Net charge: +2

No. 3
ORCA calculation (the ωB97M-V functional and the def2-TZVPD basis) on C37H34N11OP2STl as an isolated structure.

```
87
Properties=species:S:1:pos:R:3:lowdin_charge:R:1
Tl 2.5359 0.2666 0.5453 0.638
N -0.3299 1.3226 -1.8159 -0.438
P 0.9753 0.3239 -2.2344 0.837
C 1.5645 1.2193 -3.7420 -0.346
C 2.0744 0.5563 -4.8610 -0.110
C 2.5088 1.2681 -5.9702 -0.101
C 2.4585 2.6572 -5.9798 -0.126
C 1.9976 3.3276 -4.8563 -0.113
C 1.5562 2.6132 -3.7487 -0.105
C 0.0815 -1.1012 -3.0209 -0.341
C 0.0326 -2.3026 -2.3189 -0.104
C -0.7210 -3.3707 -2.7847 -0.098
C -1.4406 -3.2513 -3.9648 -0.116
C -1.4159 -2.0522 -4.6655 -0.106
C -0.6621 -0.9864 -4.1942 -0.105
P -0.8871 1.2906 0.0365 0.908
C -2.1993 0.0539 -0.3614 -0.337
C -3.2304 0.2574 -1.2773 -0.099
C -4.1152 -0.7647 -1.5933 -0.102
C -3.9823 -2.0158 -1.0055 -0.118
C -2.9535 -2.2369 -0.1004 -0.099
C -2.0728 -1.2117 0.2150 -0.120
C -1.6873 2.9510 -0.2294 -0.336
C -3.0191 3.2130 0.0934 -0.101
C -3.5621 4.4803 -0.0779 -0.103
C -2.7742 5.5232 -0.5462 -0.124
C -1.4386 5.2863 -0.8430 -0.105
C -0.9082 4.0115 -0.6906 -0.104
H -0.9477 1.6112 -2.5705 0.034
H 2.1525 -0.5236 -4.8486 0.090
H 2.8964 0.7330 -6.8297 0.093
H 2.7684 3.2098 -6.8598 0.085
H 1.9830 4.4121 -4.8389 0.089
H 1.1940 3.1351 -2.8725 0.075
H 0.6035 -2.3918 -1.3995 0.099
H -0.7496 -4.3012 -2.2294 0.097
H -2.0195 -4.0888 -4.3376 0.087
H -1.9869 -1.9480 -5.5817 0.088
H -0.6513 -0.0533 -4.7461 0.099
H -3.3352 1.2219 -1.7604 0.096
H -4.9094 -0.5917 -2.3118 0.090
H -4.6618 -2.8185 -1.2688 0.087
H -2.8323 -3.2169 0.3481 0.097
H -1.2500 -1.3791 0.9038 0.075
H -3.6353 2.4157 0.4903 0.101
H -4.6020 4.6599 0.1730 0.091
H -3.1989 6.5125 -0.6730 0.086
H -0.8083 6.0990 -1.1866 0.091
H 0.1308 3.8205 -0.9270 0.085
N 4.9820 -3.0479 -0.0506 0.113
C 4.5831 -2.7908 1.2434 -0.505
N 5.0179 -3.5312 2.2609 -0.011
N 4.4693 -2.9555 3.3416 -0.132
N 3.7562 -1.9348 2.9842 -0.114
N 3.7938 -1.7957 1.6447 -0.081
C 4.3885 -2.5221 -1.1805 -0.504
N 4.6317 -3.0255 -2.3871 -0.009
N 3.9172 -2.2524 -3.2169 -0.114
N 3.2898 -1.3468 -2.5417 -0.138
N 3.5600 -1.4770 -1.2257 -0.074
H 5.4530 -3.9242 -0.1867 0.118
O 0.6685 -0.8677 2.1006 -0.714
S 0.1084 -1.2345 3.4367 0.925
C 0.6265 -2.9397 3.8313 -0.316
C 0.7896 -2.9408 5.3423 -0.249
C 1.6385 -1.7072 5.6699 -0.234
C 1.1703 -0.5587 4.7726 -0.289
H 1.5712 -3.1014 3.3100 0.077
H -0.1344 -3.6312 3.4697 0.083
H 1.2740 -3.8555 5.6879 0.108
H -0.1934 -2.8761 5.8210 0.104
H 2.6764 -1.9254 5.4285 0.086
H 1.5705 -1.4500 6.7289 0.103
H 2.0069 -0.0973 4.2506 0.082
H 0.5772 0.1882 5.3005 0.067
N -2.1235 2.1462 7.3122 0.112
C -1.9760 1.9604 6.1839 -0.219
C -1.8047 1.7436 4.7801 -0.283
C -2.6058 0.8297 4.0982 -0.068
C -2.4647 0.6684 2.7276 -0.124
C -1.5424 1.4059 1.9787 -0.290
C -0.7256 2.2900 2.7045 -0.117
C -0.8430 2.4738 4.0660 -0.056
H -3.3423 0.2604 4.6546 0.108
H -3.1097 -0.0459 2.2236 0.093
H 0.0281 2.8505 2.1534 0.096
H -0.2089 3.1721 4.6000 0.110
```

Results
LUMO in eV: 4.08
Molar mass in Da: 947.15
Energy relative to the best compared isomer or geometry (same formula, charge and spin) in eV: 0.167
Highest occupied orbital energy in eV: -2.1
DFT total energy in hartree: -3361.312245
Net charge: -2

Number 1: gap between HOMO and LUMO 6.39 eV. Number 2: gap between HOMO and LUMO 6.79 eV. Number 3: gap between HOMO and LUMO 6.18 eV.